Arrangement w

Density functional theory data (ωB97M-V with the def2-TZVPD basis set) for a cluster of 2 separate species, C3H6ClNS in total.

Geometry (Å):
C -0.935 -0.062 2.177
C 0.283 -0.599 -0.534
C 0.487 1.579 -1.396
N -0.249 0.642 -1.002
S -1.471 1.448 1.753
Cl -0.262 3.094 -1.867
H -0.357 -0.029 3.062
H -0.133 -1.083 0.496
H 0.032 -1.256 -1.313
H 1.351 -0.521 -0.502
H 1.593 1.731 -1.332
H -1.983 1.280 0.517

The gap between HOMO and LUMO is 8.3293 eV. The LUMO energy comes out at -0.007 Ha. Its net charge is 0. As for the multiplicity: 1.

Here is what Mulliken gives for the atomic charges, in e: -0.390 -0.649 0.043 -0.319 -0.035 -0.168 0.204 0.228 0.276 0.299 0.317 0.195

---

Arrangement x

Density functional theory data (ωB97M-V with the def2-TZVPD basis set) for an isolated molecule of C3H6ClNS.

Geometry (Å):
C -1.624 0.054 -0.491
C -0.676 0.028 0.703
C 0.671 0.385 0.239
H -2.623 -0.089 -0.143
H -1.703 1.028 -1.052
H -1.343 -0.627 -1.235
H -0.590 -0.996 1.168
H 0.879 1.311 -0.279
H 3.466 -1.633 -0.537
N 1.602 -0.493 0.312
S 3.063 -0.305 -0.477
Cl -1.121 1.336 1.792

The gap between HOMO and LUMO is 9.8179 eV. The LUMO energy comes out at 0.030 Ha. Its net charge is 0. As for the multiplicity: 1.

Here is what Mulliken gives for the atomic charges, in e: -1.312 0.427 -0.300 0.342 0.327 0.408 0.261 0.416 0.161 -0.366 -0.160 -0.203

---

Least stable = arrangement w

---

Arrangement w

Density functional theory data (ωB97M-V with the def2-TZVPD basis set) for a cluster of 2 separate species, C2H3BrO in total.

Geometry (Å):
C 0.295 -1.783 0.840
C -0.697 -1.253 0.490
O -0.762 2.194 -0.386
Br 0.160 1.682 -1.616
H 1.019 -2.073 1.548
H 1.551 1.915 -1.169
H -1.566 -0.682 0.294

The gap between HOMO and LUMO is 9.5302 eV. The LUMO energy comes out at 0.009 Ha. Its net charge is 0. As for the multiplicity: 1.

Here is what Mulliken gives for the atomic charges, in e: -0.320 -0.403 -0.583 0.367 0.314 0.207 0.417

---

Arrangement x

Density functional theory data (ωB97M-V with the def2-TZVPD basis set) for a structure of composition C2H3BrO.

Geometry (Å):
C -0.611 0.555 0.382
C 0.217 -0.486 -0.490
O -1.255 1.386 -0.176
Br 2.049 0.045 -0.019
H 0.094 -1.429 0.074
H 0.079 -0.629 -1.544
H -0.574 0.557 1.774

The gap between HOMO and LUMO is 10.4111 eV. The LUMO energy comes out at 0.015 Ha. Its net charge is 0. As for the multiplicity: 1.

Here is what Mulliken gives for the atomic charges, in e: 0.050 -0.387 -0.385 -0.116 0.234 0.349 0.255

---

Least stable = arrangement w

---

Arrangement w

Density functional theory data (ωB97M-V with the def2-TZVPD basis set) for a structure of composition C2H4OS.

Geometry (Å):
C 2.517 -0.495 0.051
C -0.368 0.499 0.008
O 3.668 -0.479 0.031
S 1.198 1.437 -0.042
H 1.692 -1.379 -0.069
H -0.405 -0.383 -0.720
H -1.114 1.298 -0.273
H -0.620 0.154 1.001

The gap between HOMO and LUMO is 8.9628 eV. The LUMO energy comes out at 0.004 Ha. Its net charge is 0. As for the multiplicity: 1.

Here is what Mulliken gives for the atomic charges, in e: 0.175 -0.773 -0.267 -0.159 0.209 0.254 0.257 0.304

---

Arrangement x

Density functional theory data (ωB97M-V with the def2-TZVPD basis set) for an isolated molecule of C2H4OS.

Geometry (Å):
C 0.063 -0.038 -0.238
C -1.355 -0.073 0.341
O -2.082 -0.882 -0.155
S 2.106 -0.527 0.148
H -0.034 -0.835 -1.056
H 0.317 0.922 -0.595
H -1.582 0.739 0.906
H 2.566 0.694 0.648

The gap between HOMO and LUMO is 9.0768 eV. The LUMO energy comes out at -0.015 Ha. Its net charge is 0. As for the multiplicity: 1.

Here is what Mulliken gives for the atomic charges, in e: -0.638 0.118 -0.433 -0.194 0.289 0.348 0.371 0.138

---

Arrangement y

Density functional theory data (ωB97M-V with the def2-TZVPD basis set) for an isolated molecule of C2H4OS.

Geometry (Å):
C 0.516 0.098 -0.829
C -0.177 0.424 0.379
O -0.914 -0.137 -0.805
S -0.165 -0.637 1.827
H 0.904 1.027 -1.496
H 1.035 -0.837 -0.893
H -0.294 1.504 0.753
H -0.904 -1.443 1.063

The gap between HOMO and LUMO is 10.3062 eV. The LUMO energy comes out at 0.035 Ha. Its net charge is 0. As for the multiplicity: 1.

Here is what Mulliken gives for the atomic charges, in e: -0.206 -0.012 -0.400 -0.234 0.189 0.246 0.268 0.150

---

Least stable = arrangement x

---

Arrangement w

Density functional theory data (ωB97M-V with the def2-TZVPD basis set) for a cluster of 2 separate species, C2H4OS in total.

Geometry (Å):
C 0.044 -0.337 -0.426
C 0.126 0.712 0.569
O 0.318 -1.574 -0.049
S 1.172 -1.179 -1.527
H -1.739 -0.566 -1.079
H 1.092 0.889 1.020
H -0.693 0.378 1.238
H -0.321 1.677 0.254

The gap between HOMO and LUMO is 8.9192 eV. The LUMO energy comes out at -0.013 Ha. Its net charge is 0. As for the multiplicity: 1.

Here is what Mulliken gives for the atomic charges, in e: 0.074 -0.830 -0.244 -0.033 0.133 0.311 0.260 0.328

---

Arrangement x

Density functional theory data (ωB97M-V with the def2-TZVPD basis set) for a cluster of 2 separate species, C2H4OS in total.

Geometry (Å):
C -0.089 -1.158 -0.743
C -0.342 0.799 -0.083
O -0.834 -1.986 -0.334
S 1.097 1.150 0.891
H 0.838 -1.197 -1.160
H -0.177 1.226 -0.983
H -1.266 0.611 0.262
H 0.774 0.554 2.149

The gap between HOMO and LUMO is 8.7656 eV. The LUMO energy comes out at 0.026 Ha. Its net charge is 0. As for the multiplicity: 1.

Here is what Mulliken gives for the atomic charges, in e: 0.080 -0.826 -0.381 -0.186 0.384 0.361 0.421 0.149

---

Least stable = arrangement w